# 1
Computed, not measured: a gas-phase ion, C6H12NO (charge +1) in a non-equilibrium geometry, with ωB97M-V/def2-TZVPD.

Properties
* gap between HOMO and LUMO: 11.837 eV
* energy relative to the best compared isomer or geometry (same formula, charge and spin): 52.9 kcal per mole
* SMILES string: CC[C@]1(O)[NH2+]C12CC2
* maximum force: 4.28 eV/A
* LUMO level: -0.1146 hartree
* net charge: +1
* E_HOMO: -14.955 eV
* energy: -9944.8106 eV

Each line ends with the natural charge from an NBO analysis.
Cartesian coordinates (Å):
C1 -1.09 -1.86 -1.75  -0.63
C2 0.07 -1.01 -1.17  -0.47
C3 0.20 -0.65 0.33  0.52
O1 0.52 -1.59 1.27  -0.65
N1 -0.93 0.35 0.86  -0.60
C4 0.43 0.78 0.77  0.05
C5 1.04 1.79 1.62  -0.40
C6 0.93 2.14 0.14  -0.38
H1 -1.49 -2.61 -1.00  0.22
H2 -2.06 -1.29 -1.94  0.23
H3 -0.69 -2.29 -2.72  0.25
H4 0.96 -1.45 -1.51  0.25
H5 0.01 -0.08 -1.70  0.24
H6 0.38 -2.50 0.97  0.51
H7 -1.59 0.84 0.18  0.43
H8 -1.41 0.44 1.77  0.45
H9 2.01 1.62 2.04  0.26
H10 0.49 2.33 2.35  0.24
H11 0.34 2.92 -0.16  0.23
H12 1.88 2.09 -0.36  0.24

=====

# 2
Computed, not measured: a molecular structure, C30H54GdP2 in a non-equilibrium geometry, with ωB97M-V/def2-TZVPD.

Properties
* gap between HOMO and LUMO (alpha / beta): 6.081 / 7.820 eV
* <S²>: 15.9221
* maximum force: 2.48 eV/A
* LUMO level (alpha / beta): -0.1506 / -0.0872 hartree
* 2S+1: 8
* net charge: +1
* E_HOMO (alpha / beta): -10.178 / -10.193 eV
* energy: -71388.6001 eV

Each line ends with the Mulliken spin population.
Cartesian coordinates (Å):
Gd1 -0.16 -0.36 -0.09  7.39
C1 1.56 -0.79 1.64  0.02
C2 1.89 -1.63 0.52  -0.04
C3 2.25 0.58 -0.08  -0.05
C4 1.94 0.52 1.32  -0.09
C5 2.30 -0.77 -0.56  -0.01
C6 1.30 -1.30 3.03  -0.01
H1 0.67 -2.20 3.02  0.00
H2 0.81 -0.55 3.65  0.00
H3 2.26 -1.57 3.51  0.00
C7 2.25 1.53 2.35  0.01
H4 1.88 1.27 3.33  0.00
H5 1.80 2.51 2.17  0.00
H6 3.32 1.74 2.37  0.00
C8 2.84 1.71 -0.86  0.00
H7 3.94 1.70 -0.87  0.00
H8 2.50 2.65 -0.43  0.00
H9 2.51 1.71 -1.91  0.00
C9 3.03 -1.18 -1.79  0.01
H10 4.10 -1.35 -1.56  0.00
H11 2.99 -0.41 -2.56  0.00
H12 2.63 -2.10 -2.24  0.00
C10 2.18 -3.07 0.68  0.01
H13 3.11 -3.16 1.26  0.00
H14 2.27 -3.59 -0.28  0.00
H15 1.39 -3.59 1.24  0.00
C11 -2.41 -2.85 -0.60  0.02
C12 -1.58 -3.49 0.24  0.01
C13 -1.37 -4.97 0.14  0.01
C14 -0.53 -5.48 -1.07  0.00
C15 -0.06 -4.46 -2.07  0.00
C16 -0.91 -3.87 -2.91  0.00
C17 -2.39 -4.18 -2.85  0.00
C18 -3.19 -3.61 -1.64  0.00
H16 -2.33 -5.52 0.13  0.00
H17 -1.14 -6.23 -1.59  0.00
H18 -0.87 -5.32 1.06  0.00
H19 -3.75 -4.45 -1.19  0.00
H20 -2.55 -1.76 -0.62  -0.01
H21 -0.99 -2.98 1.02  -0.01
H22 -3.97 -2.95 -2.04  0.00
H23 -2.86 -3.79 -3.76  0.00
H24 -0.62 -3.12 -3.65  0.00
H25 -2.54 -5.27 -2.86  0.00
H26 0.35 -6.01 -0.67  0.00
H27 1.02 -4.22 -2.04  0.00
P1 -1.77 0.58 1.83  -0.06
C19 -1.19 1.74 3.12  -0.01
H28 -2.05 2.06 3.74  0.00
H29 -0.72 2.60 2.62  0.00
H30 -0.40 1.26 3.74  0.00
C20 -3.31 1.40 1.26  -0.01
H31 -3.89 1.74 2.14  0.00
H32 -3.91 0.68 0.66  0.00
H33 -3.04 2.25 0.61  0.00
C21 -2.44 -0.71 2.96  0.00
H34 -3.08 -1.43 2.41  0.00
H35 -3.03 -0.20 3.76  0.00
H36 -1.61 -1.27 3.42  0.00
P2 -0.72 0.71 -2.44  -0.06
C22 0.49 0.24 -3.76  0.00
H37 -0.05 0.22 -4.74  0.00
H38 0.96 -0.75 -3.57  0.00
H39 1.29 1.01 -3.78  0.00
C23 -2.46 0.46 -3.01  0.00
H40 -2.65 -0.56 -3.40  0.00
H41 -2.69 1.24 -3.77  0.00
H42 -3.12 0.62 -2.13  0.00
C24 -0.62 2.49 -2.78  -0.01
H43 -0.75 2.61 -3.87  0.00
H44 0.36 2.86 -2.44  0.00
H45 -1.40 3.02 -2.21  0.00
C25 0.56 4.87 2.69  0.00
C26 1.12 4.54 1.29  0.00
C27 0.53 5.44 0.23  0.00
C28 2.66 4.76 1.35  0.00
C29 0.57 3.21 0.78  -0.02
C30 -0.01 2.26 0.31  -0.07
H46 0.83 5.91 2.97  0.00
H47 0.97 4.18 3.44  0.00
H48 -0.53 4.77 2.68  0.00
H49 0.72 6.49 0.45  0.00
H50 0.95 5.18 -0.75  0.00
H51 -0.55 5.26 0.19  0.00
H52 3.13 4.13 2.13  0.00
H53 3.13 4.55 0.38  0.00
H54 2.85 5.82 1.61  0.00

=====

# 3
Computed, not measured: a molecular structure, C5H7NO, with ωB97M-V/def2-TZVPD.

Properties
* gap between HOMO and LUMO (alpha / beta): 7.650 / 7.798 eV
* energy relative to the best compared isomer or geometry (same formula, charge and spin): 181.6 kcal per mole
* maximum force: 0.39 eV/A
* LUMO level (alpha / beta): -0.0111 / -0.0098 hartree
* E_HOMO (alpha / beta): -7.951 / -8.064 eV
* energy: -8828.3297 eV

Each line ends with the natural charge from an NBO analysis.
Cartesian coordinates (Å):
C1 0.23 -0.66 -1.17  -0.23
C2 -0.82 -0.83 -0.05  0.00
O1 -0.27 -1.38 1.15  -0.47
C3 0.45 -0.16 1.65  -0.02
C4 1.58 0.09 0.81  -0.05
N1 0.83 0.42 -0.30  -0.34
C5 -0.38 0.56 0.44  0.08
H1 0.93 -1.46 -1.40  0.22
H2 -0.20 -0.22 -2.07  0.22
H3 -1.83 -1.18 -0.25  0.19
H4 0.38 -0.10 2.74  0.21
H5 -1.95 2.46 -1.55  -0.02
H6 2.64 0.30 0.95  0.20
H7 -1.59 2.17 -0.97  0.01

=====

# 4
Computed, not measured: 2 unconnected molecules or ions with the total composition C4H11NO3 in a non-equilibrium geometry, with ωB97M-V/def2-TZVPD.

Properties
* gap between HOMO and LUMO: 6.725 eV
* energy relative to the best compared isomer or geometry (same formula, charge and spin): 17.6 kcal per mole
* maximum force: 1.13 eV/A
* LUMO level: 0.2566 hartree
* net charge: -2
* E_HOMO: 0.256 eV
* energy: -11955.8386 eV

Each line ends with the natural charge from an NBO analysis.
Cartesian coordinates (Å):
C1 -0.36 0.11 0.79  -0.24
C2 1.16 0.25 0.64  -0.45
C3 1.95 -1.06 1.00  0.01
O1 3.28 -0.97 0.91  -0.98
N1 -1.16 0.21 -0.48  -0.71
C4 -2.27 1.22 -0.42  0.15
O2 -3.43 0.79 0.10  -0.97
H1 -0.69 0.94 1.42  0.17
H2 -0.63 -0.81 1.31  0.17
H3 1.37 0.42 -0.42  0.17
H4 1.58 1.07 1.22  0.17
H5 1.59 -1.33 2.04  0.04
H6 1.47 -1.83 0.34  0.06
H7 -1.61 -0.70 -0.56  0.35
H8 -2.40 1.56 -1.48  0.05
H9 -1.82 2.07 0.15  0.06
H10 1.41 -0.85 -2.07  0.47
H11 0.03 -0.22 -1.98  0.51
O3 0.55 -0.86 -2.52  -1.01

=====

# 5
Computed, not measured: a gas-phase ion, C6H15BrN (charge +1) in a non-equilibrium geometry, with ωB97M-V/def2-TZVPD.

Properties
* gap between HOMO and LUMO: 9.227 eV
* energy relative to the best compared isomer or geometry (same formula, charge and spin): 68.1 kcal per mole
* SMILES string: C[NH2+][C@@H](Br)C(C)(C)C
* maximum force: 5.27 eV/A
* LUMO level: -0.1885 hartree
* net charge: +1
* E_HOMO: -14.357 eV
* energy: -77988.9992 eV

Each line ends with the natural charge from an NBO analysis.
Cartesian coordinates (Å):
C1 1.57 -1.14 -1.88  -0.42
N1 1.26 0.06 -1.12  -0.60
C2 0.99 -0.04 0.28  0.16
Br1 2.11 1.92 1.00  -0.12
C3 -0.47 0.17 0.64  -0.15
C4 -0.66 0.50 2.11  -0.61
C5 -1.16 1.25 -0.25  -0.68
C6 -1.32 -1.11 0.35  -0.63
H1 2.52 -1.48 -1.78  0.24
H2 0.86 -1.86 -1.75  0.24
H3 1.44 -0.96 -3.03  0.25
H4 0.43 0.54 -1.47  0.46
H5 1.91 0.89 -1.29  0.49
H6 1.40 -0.86 0.79  0.23
H7 0.00 0.07 2.79  0.23
H8 -0.59 1.61 2.26  0.24
H9 -1.64 0.13 2.45  0.24
H10 -0.48 2.13 -0.14  0.24
H11 -2.10 1.62 0.41  0.28
H12 -1.42 1.01 -1.24  0.22
H13 -1.46 -1.53 -0.61  0.22
H14 -0.84 -2.06 0.87  0.22
H15 -2.37 -0.87 0.62  0.25

=====

# 6
Computed, not measured: a single C5H6O molecule, with ωB97M-V/def2-TZVPD.

Properties
* gap between HOMO and LUMO: 10.481 eV
* energy relative to the best compared isomer or geometry (same formula, charge and spin): 42.0 kcal per mole
* SMILES string: C=C=CCC=O
* maximum force: 0.51 eV/A
* LUMO level: 0.0344 hartree
* E_HOMO: -9.544 eV
* energy: -7327.4653 eV

Each line ends with the natural charge from an NBO analysis.
Cartesian coordinates (Å):
C1 2.55 -0.15 -0.61  -0.50
C2 1.34 0.32 -0.47  0.11
C3 0.06 0.55 -0.41  -0.30
C4 -0.76 0.00 0.71  -0.53
C5 -2.20 -0.23 0.34  0.45
O1 -2.66 -0.01 -0.76  -0.52
H1 2.62 -0.99 -1.28  0.22
H2 3.44 0.25 -0.14  0.22
H3 -0.44 1.13 -1.19  0.25
H4 -0.34 -0.95 1.09  0.24
H5 -0.75 0.68 1.57  0.24
H6 -2.85 -0.61 1.16  0.11

=====

# 7
Computed, not measured: 2 unconnected molecules or ions with the total composition C2H5NOS in a non-equilibrium geometry, with ωB97M-V/def2-TZVPD.

Properties
* gap between HOMO and LUMO: 8.190 eV
* energy relative to the best compared isomer or geometry (same formula, charge and spin): 173.9 kcal per mole
* maximum force: 4.61 eV/A
* LUMO level: -0.0255 hartree
* E_HOMO: -8.883 eV
* energy: -16520.8416 eV

Each line ends with the natural charge from an NBO analysis.
Cartesian coordinates (Å):
C1 -1.11 0.60 0.50  -0.37
C2 -1.03 -0.68 0.30  -0.39
N1 2.17 0.66 -0.14  -0.54
O1 2.85 -0.32 0.79  -0.51
S1 3.18 -0.28 -0.82  1.06
H1 4.50 0.41 -0.75  -0.01
H2 -1.78 1.40 0.04  0.20
H3 -0.68 0.93 1.48  0.19
H4 -0.31 -1.40 0.73  0.20
H5 -1.50 -1.07 -0.52  0.17

=====

# 8
Computed, not measured: a single C5H8O2 molecule, with ωB97M-V/def2-TZVPD.

Properties
* gap between HOMO and LUMO: 9.583 eV
* energy relative to the best compared isomer or geometry (same formula, charge and spin): 92.2 kcal per mole
* maximum force: 0.42 eV/A
* LUMO level: 0.0286 hartree
* E_HOMO: -8.804 eV
* energy: -9405.8353 eV

Each line ends with the natural charge from an NBO analysis.
Cartesian coordinates (Å):
O1 -2.61 -0.12 0.50  -0.63
C1 -1.69 -0.86 -0.05  0.31
C2 -0.85 -0.07 -1.03  -0.59
C3 0.55 0.07 -0.44  0.22
C4 1.71 -0.59 -1.04  -0.10
O2 1.47 0.80 -1.24  -0.49
C5 0.49 0.38 1.03  -0.64
H1 -2.61 0.82 0.19  0.45
H2 -0.12 -0.40 1.51  0.23
H3 -1.24 0.95 -1.22  0.18
H4 -0.83 -0.61 -1.98  0.25
H5 2.57 -0.83 -0.42  0.18
H6 1.59 -1.22 -1.93  0.18
H7 0.02 1.35 1.20  0.21
H8 1.48 0.39 1.50  0.23

=====

# 9
Computed, not measured: a gas-phase ion, CN4O3S2 (charge -2) in a non-equilibrium geometry, with ωB97M-V/def2-TZVPD.

Properties
* gap between HOMO and LUMO: 6.156 eV
* energy relative to the best compared isomer or geometry (same formula, charge and spin): 13.9 kcal per mole
* SMILES string: O=S(=O)([O-])n1nnnc1[S-]
* maximum force: 5.05 eV/A
* LUMO level: 0.2173 hartree
* net charge: -2
* E_HOMO: -0.243 eV
* energy: -34809.1314 eV

Each line ends with the natural charge from an NBO analysis.
Cartesian coordinates (Å):
O1 2.26 0.36 1.22  -1.01
S1 1.46 0.36 0.02  2.50
O2 1.73 -0.76 -0.94  -1.03
O3 1.37 1.68 -0.64  -1.02
N1 -0.09 0.09 0.48  -0.56
N2 -0.16 -1.21 0.80  -0.09
N3 -1.23 -1.72 0.40  -0.12
N4 -2.06 -0.86 -0.20  -0.43
C1 -1.39 0.30 -0.29  0.15
S2 -1.88 1.77 -0.84  -0.40

=====

Q: What is the formula in the fifth record?
A: C6H15BrN

=====

Q: Which of these has the lowest energy?
A: C6H15BrN

=====

Q: What is the energy in the fifth record?
A: -77988.9992 eV